The following is a DFT calculation (ωB97M-V with the def2-TZVPD basis set) of an isolated molecule of C5H9N3 in a non-equilibrium geometry.

Positions of all 17 atoms, in Å:
H  0.54  2.25  1.35
H  1.65  0.42  -1.76
N  -1.72  -1.03  1.32
H  1.82  1.39  0.50
C  -0.13  0.50  0.32
H  0.66  2.35  -0.41
H  -0.96  0.68  2.24
N  0.67  0.30  -2.00
C  -0.93  0.10  1.32
C  0.49  -1.80  -0.62
C  0.77  1.69  0.45
H  -1.38  -1.79  0.73
N  1.16  -2.73  -0.55
H  0.59  -0.21  -2.87
H  -1.10  -0.50  -1.31
H  -2.04  -1.33  2.23
C  -0.09  -0.29  -0.95

SMILES: C/C(=C/N)[C@@H](N)C#N
Total charge: 0
Energy above the lowest of the compared OMol25 structures with the same formula, charge and spin (kcal per mole): 29.3